[1]
DFT (ωB97M-V/def2-TZVPD) results for a cluster of 7 separate species, C34H61N5O6 in total.

Geometry as XYZ:
```
106
Properties=species:S:1:pos:R:3:forces:R:3
C 5.636625 0.206987 -1.374261 0.57 -0.50 -0.15
C 4.296619 0.182972 -2.173351 -0.50 -1.48 -1.62
C 4.052388 -0.893306 -3.286297 -0.27 0.21 0.03
O 3.956378 -2.277314 -2.907241 0.70 1.66 0.66
C 3.072743 -3.050570 -3.701951 -0.79 0.72 -0.59
N 3.289747 0.041082 -1.200071 2.08 0.72 1.14
H 5.884111 -0.711012 -0.841215 -0.77 -0.07 0.35
H 5.678788 1.070041 -0.709834 0.13 -0.12 -0.15
H 6.459203 0.200711 -2.089405 -0.17 0.64 -0.42
H 4.103757 1.130486 -2.676473 0.54 0.21 -0.04
H 4.753694 -0.656080 -4.086284 0.41 -0.60 -0.06
H 3.110264 -0.484237 -3.651223 -0.48 -0.65 -0.37
H 3.348652 -2.988893 -4.754649 0.33 -0.48 -0.03
H 2.066835 -2.631524 -3.676817 -0.26 0.20 0.23
H 2.966982 -4.069501 -3.329541 0.64 0.15 0.01
H 3.385143 0.839926 -0.589447 -1.30 0.76 0.49
H 3.440679 -0.774489 -0.623741 -0.94 -1.71 0.71
C -0.296349 3.271393 2.022807 -0.09 0.33 -0.95
C 0.993286 2.582078 1.518061 -0.75 0.30 0.80
C 2.151745 3.381314 2.088906 0.19 -0.56 -0.64
O 3.406735 2.891594 1.635991 0.98 -0.98 -0.80
C 3.766687 3.133692 0.276492 -0.09 0.65 0.84
N 0.944184 1.155351 1.865646 0.56 0.87 0.89
H -0.466148 3.336687 3.097525 0.49 -0.64 0.12
H -1.176413 2.817523 1.567183 -0.04 -0.07 0.08
H -0.287711 4.318649 1.720654 -0.01 0.07 -0.30
H 1.078420 2.586347 0.431401 -0.35 0.88 -0.41
H 2.139701 3.318355 3.177021 0.24 -0.05 -0.03
H 2.114112 4.425326 1.777897 -0.48 0.19 0.07
H 3.612883 4.180748 0.015479 0.22 0.26 0.06
H 3.234822 2.615875 -0.521686 -0.75 -0.45 0.14
H 4.814994 2.866933 0.142337 0.08 0.24 0.34
H 1.767540 0.690791 1.510157 -0.06 -0.32 -0.09
H 0.088128 0.819704 1.447794 -0.13 -0.62 -0.10
C -1.474150 -2.224312 0.794767 0.25 0.58 -0.10
C -0.990931 -1.082815 -0.138789 -0.30 -1.53 0.56
C -1.330406 -1.376580 -1.632432 -0.32 0.14 1.14
O -1.118777 -0.181238 -2.366228 1.06 -0.43 -0.31
C 0.259059 0.165801 -2.575055 -1.38 1.03 -0.65
N -1.580818 0.179638 0.343230 0.71 -0.59 -0.68
H -2.557854 -2.122032 0.851683 -0.16 -0.60 -0.14
H -1.136304 -2.138935 1.827565 0.19 0.55 -0.02
H -1.113703 -3.213410 0.512180 -0.45 -0.03 -0.50
H 0.094246 -1.030649 -0.050698 0.23 0.27 0.01
H -2.364049 -1.708423 -1.730177 -0.49 0.85 0.09
H -0.872765 -2.268346 -2.060720 1.10 0.15 0.03
H 0.865558 -0.629227 -3.008853 -0.11 -0.10 0.04
H 0.767128 0.690590 -1.766008 0.08 -0.64 1.14
H 0.170810 1.036539 -3.224777 0.18 -0.34 -0.75
H -1.353063 0.826896 -0.397908 -0.12 0.65 -0.09
H -2.582128 0.076741 0.260142 -0.51 0.04 0.21
C 1.978611 -3.694060 -0.092437 -0.28 0.99 -0.26
C 3.273404 -3.894763 0.561300 0.50 -0.91 1.26
C 3.569795 -2.843692 1.657936 0.89 -0.88 -0.68
O 3.787552 -1.547721 1.031735 0.19 -0.30 0.31
C 4.405925 -0.588128 1.902934 -0.73 -0.10 0.59
N 3.308601 -5.271646 1.129674 0.81 1.50 0.12
H 1.799950 -4.490162 -0.815208 -0.20 0.34 -0.24
H 2.177560 -2.715366 -0.529127 -1.15 0.11 -0.75
H 1.177154 -3.641778 0.644471 -0.10 -0.01 -0.14
H 4.078311 -3.786243 -0.165642 0.09 0.15 -0.29
H 4.503194 -3.189758 2.101919 0.31 0.30 0.16
H 2.847640 -2.880023 2.473570 -0.45 0.58 -0.22
H 3.736810 -0.441371 2.750785 0.01 0.24 0.12
H 4.526637 0.372626 1.402455 -0.18 -0.08 -0.20
H 5.377666 -0.861414 2.314184 0.11 -0.50 -0.32
H 4.296313 -5.467903 1.052249 0.07 -1.00 0.40
H 2.813528 -5.882657 0.495903 0.07 -0.18 -0.02
C -1.730280 4.955259 -4.812072 -0.68 -0.78 0.01
C -3.114605 4.731812 -5.042245 1.22 0.30 -0.81
C -3.567778 3.505023 -5.503116 0.27 -1.25 0.24
C -2.761491 2.358163 -5.415288 2.51 1.81 0.33
C -1.361399 2.569611 -5.109491 -2.20 0.69 -0.34
C -0.833996 3.888939 -4.911810 -1.24 -2.17 0.02
H -1.387211 5.950288 -4.569978 0.04 0.05 -0.02
H -3.789389 5.575023 -5.050015 -0.01 0.09 0.08
H -4.526486 3.359414 -5.978592 -0.41 0.36 0.44
H -3.114033 1.365862 -5.654957 -0.09 0.04 -0.04
H -0.782906 1.658281 -5.074656 0.53 0.22 -0.07
H 0.240870 3.920852 -4.811544 0.04 0.63 0.14
C -5.842701 1.710572 0.361145 -0.67 -0.53 0.12
C -6.233532 0.994746 1.511081 0.19 1.10 -1.13
C -6.088795 -0.369245 1.499507 0.54 -1.36 -0.42
C -5.554049 -1.064507 0.382665 -0.77 1.00 0.64
C -5.239404 -0.336344 -0.756805 0.20 -0.99 0.31
C -5.359681 1.030438 -0.739256 0.57 0.79 -0.07
H -6.091535 2.752021 0.220207 0.35 0.24 0.45
H -6.659008 1.579682 2.313099 -0.11 -0.37 0.30
H -6.404325 -1.003418 2.314778 -0.07 0.21 0.32
H -5.489141 -2.139732 0.460578 0.06 -0.07 -0.27
H -4.933165 -0.807095 -1.679308 0.22 -0.23 0.03
H -4.959594 1.581385 -1.577583 -0.40 0.18 -0.29
C -1.677458 -0.424439 4.042736 -1.08 0.14 0.82
C -3.039339 -0.206294 3.729214 1.08 -0.86 -0.03
C -4.094501 -0.744823 4.498899 1.40 0.08 -0.09
C -3.751122 -1.435936 5.679781 1.63 1.20 -0.92
C -2.372538 -1.556210 6.013309 -0.86 -1.22 0.77
C -1.352919 -1.118839 5.205717 -0.48 1.23 -1.02
N -4.834368 -1.952557 6.510778 -2.00 -1.31 -1.01
O -5.930053 -2.073995 5.911592 1.62 0.46 1.08
O -4.652803 -2.336746 7.646042 0.51 0.54 -0.39
H -0.857695 0.003342 3.484700 -0.21 0.09 -0.46
H -3.160727 0.285143 2.775191 -0.76 0.21 0.05
H -5.106140 -0.633117 4.137631 -0.02 -0.03 0.38
H -2.009690 -2.119317 6.860452 -0.72 0.01 0.50
H -0.306742 -1.157057 5.471124 -0.05 -0.48 0.32
```
Forces are in eV/Å.

Properties
total charge	+1
2S+1	2
electronic energy	-55967.187	eV
largest force on an atom	3.11	eV Å⁻¹

Atomic partial charges in e from the Mulliken method, atoms 1 to 99: C -1.058; C 0.372; C -0.857; O -0.237; C -0.718; N 1.604; H 0.259; H 0.298; H 0.442; H 0.522; H 0.418; H 0.343; H 0.385; H 0.190; H 0.255; H -0.961; H -0.210; C -1.613; C 1.215; C -1.017; O -0.293; C -0.679; N -0.204; H 0.325; H 0.296; H 0.494; H -0.044; H 0.363; H 0.397; H 0.475; H 0.402; H 0.175; H -0.075; H -0.023; C -1.632; C 1.578; C -0.926; O -0.234; C -0.190; N 0.085; H 0.188; H 0.387; H 0.490; H -0.563; H 0.364; H 0.302; H 0.139; H -0.146; H 0.258; H 0.198; H -0.283; C -0.824; C 0.496; C -1.171; O -0.267; C -0.940; N -0.757; H 0.473; H -0.377; H 0.404; H 0.336; H 0.332; H 0.434; H 0.362; H 0.287; H 0.305; H 0.314; H 0.268; C -0.297; C -0.466; C -0.445; C -0.518; C -0.076; C -0.561; H 0.389; H 0.393; H 0.365; H 0.406; H 0.486; H 0.380; C -0.513; C -0.549; C -0.446; C -0.342; C -0.485; C -0.437; H 0.429; H 0.427; H 0.561; H 0.450; H 0.430; H 0.516; C -0.332; C -0.201; C -0.157; C -0.119; C -0.436; C -0.698; N 0.930

---

[2]
DFT (ωB97M-V/def2-TZVPD) results for a structure of composition C34H62AlCl8FN2O15P.

Geometry as XYZ:
```
124
Properties=species:S:1:pos:R:3:forces:R:3
C -6.018010 3.317475 -3.258981 5.84 -2.55 0.37
C -4.824173 2.756513 -3.392264 -4.77 2.45 1.58
C -3.374779 2.012651 -3.346229 -1.39 -0.14 0.00
C -3.218513 0.921312 -4.564548 1.07 -0.32 0.91
C -2.710040 -0.443956 -3.806467 -0.45 1.61 0.25
O -1.944847 -1.330176 -4.692747 2.60 -1.69 2.15
P -0.882385 -2.206326 -3.633964 -2.79 0.84 0.43
O -1.665465 -2.542368 -2.346817 2.64 0.43 -2.77
O -0.501400 -3.695733 -4.436235 0.70 1.85 2.27
C 0.447237 -4.455333 -3.613352 -0.04 1.16 -0.01
C -0.294352 -5.433005 -2.535508 -0.76 -1.24 0.12
C 0.474086 -5.303562 -1.118998 0.88 -0.44 1.07
C -0.473967 -4.815386 0.098686 -1.35 1.25 0.40
C -0.012219 -5.456494 1.549888 0.76 -1.28 0.45
O 0.480393 -1.205343 -3.412895 -2.67 -2.57 0.15
C 0.941653 -1.173732 -2.023672 1.91 1.21 1.72
C 0.521251 0.194947 -1.236450 0.54 -0.35 0.22
C 1.560573 1.413092 -1.450657 -0.73 0.96 1.12
C 0.813043 2.765744 -0.904774 -1.07 2.79 -2.35
O 0.584699 3.763940 -1.659178 1.25 -4.63 3.55
O 0.367930 2.812081 0.475235 -0.10 -1.04 -2.44
H -6.968530 3.794316 -2.783727 2.01 -2.50 -1.29
H -2.496009 2.764480 -3.325264 -1.75 -1.01 -0.19
H -3.335301 1.434623 -2.323507 -0.42 1.27 -1.86
H -2.344076 1.292884 -5.223863 -1.73 -0.72 0.78
H -4.199340 0.757966 -5.136837 1.67 0.31 0.82
H -1.973421 -0.063757 -2.989729 -1.56 -0.73 -1.12
H -3.597380 -1.037701 -3.381331 1.48 1.04 -0.42
H 1.053103 -5.161689 -4.314155 -0.82 0.79 0.88
H 1.144105 -3.689977 -3.114063 -0.75 -1.46 -0.70
H -0.253244 -6.538720 -2.903397 -0.01 2.01 0.83
H -1.421149 -5.177685 -2.448664 1.85 0.02 -0.46
H 1.381898 -4.582736 -1.165735 -1.39 -1.25 0.17
H 0.880535 -6.354522 -0.837787 -0.49 1.68 -0.76
H -0.462346 -3.664108 0.268546 0.10 -1.94 -0.66
H -1.583463 -5.102045 -0.052200 1.94 0.31 0.15
H -0.521114 -4.899039 2.438703 0.66 -0.55 -1.87
H -0.333211 -6.571522 1.630639 0.57 2.06 -0.40
H 1.136678 -5.405571 1.701310 -1.95 0.05 -0.36
H 0.683174 -2.103748 -1.402251 -0.08 1.42 -1.16
H 2.108309 -1.141204 -2.075043 -2.06 -0.15 -0.12
H 0.556717 -0.078738 -0.108356 -0.27 0.49 -1.87
H -0.526381 0.579837 -1.508054 1.40 -0.93 0.35
H 1.827318 1.636982 -2.543922 -0.39 -0.48 1.71
H 2.488013 1.252096 -0.768719 -1.59 0.20 -1.42
H -0.404676 2.192562 0.574207 1.05 0.56 -0.07
C -3.416325 2.139539 2.072599 -0.09 0.19 0.33
Cl -2.283885 0.824416 2.413705 0.09 0.09 0.05
Cl -3.854319 2.162507 0.361497 -0.08 0.11 -0.10
H -4.316081 1.997736 2.671122 0.15 -0.11 -0.20
H -2.948454 3.089825 2.329843 0.00 -0.20 -0.15
Al -6.642428 5.822846 -2.965628 0.37 1.63 -0.23
C 2.630372 4.088354 3.284080 -0.02 0.22 -0.08
Cl 2.838521 4.462317 1.557666 0.04 -0.04 0.40
Cl 3.873568 2.924173 3.794930 -0.16 0.13 -0.14
Cl 2.788668 5.580370 4.236378 -0.04 -0.35 -0.20
Cl 1.018856 3.383891 3.549321 0.23 0.06 0.06
Cl 7.315093 0.536817 1.708051 -0.05 0.07 -0.03
C 6.507436 1.012307 0.193779 -0.18 -0.01 -0.25
C 5.045976 1.355938 0.408446 0.28 0.36 -0.05
Cl 4.072034 -0.077596 0.828181 -0.03 -0.13 0.12
H 6.628540 0.198546 -0.524946 -0.02 0.07 0.17
H 7.041668 1.885491 -0.188514 -0.08 -0.04 0.10
H 4.622947 1.767777 -0.510604 0.14 -0.06 0.03
H 4.919335 2.095235 1.202433 0.02 -0.20 -0.06
C -0.100390 5.124749 7.842712 0.89 0.27 0.14
C -1.512848 4.851405 7.338020 -0.55 0.51 -0.02
C -1.653574 3.418947 6.838310 -0.06 -0.79 -0.47
O -1.818478 5.750691 6.283683 0.02 -0.34 0.43
H 0.634501 4.992096 7.041528 -0.06 -0.15 0.04
H -0.009957 6.158904 8.186921 -0.23 -0.09 -0.04
H 0.158057 4.455718 8.668151 -0.16 -0.10 -0.16
H -2.232388 5.033721 8.140590 0.00 0.16 -0.26
H -0.972909 3.227017 6.002115 0.11 0.01 0.16
H -2.667136 3.239157 6.468153 0.02 0.20 0.15
H -1.439149 2.701371 7.634602 0.13 0.19 0.00
H -1.184164 5.596713 5.565196 0.00 0.05 0.06
C 3.938007 2.273473 7.613695 -0.90 -0.21 0.38
C 2.561240 1.976121 8.140791 -3.58 -0.78 1.37
N 1.465514 1.739141 8.559116 4.76 1.12 -1.94
H 4.332951 3.172407 8.091402 -0.11 -0.11 0.00
H 4.606509 1.436137 7.823551 -0.14 0.07 0.04
H 3.893164 2.433155 6.534904 -0.08 -0.02 0.16
C 3.390988 -6.371736 -6.709656 -0.30 0.00 -0.28
N 3.612442 -6.400696 -5.239261 0.88 0.04 -0.25
O 2.617417 -6.377514 -4.515187 0.36 0.05 0.28
O 4.767824 -6.445932 -4.856745 -1.37 0.03 0.02
H 2.319713 -6.332439 -6.903513 0.18 -0.04 0.12
H 3.886498 -5.482349 -7.099253 0.09 -0.19 0.06
H 3.825002 -7.281160 -7.125403 0.07 0.17 0.06
O -5.821223 8.941633 -3.406860 -0.78 -0.71 -0.34
C -6.430935 9.449965 -4.322179 0.51 -0.05 0.16
O -7.516966 8.887703 -4.916738 0.71 -0.24 0.85
C -7.921143 9.698258 -6.027892 -0.57 0.23 -0.80
C -7.355786 11.068525 -5.744952 -0.17 0.63 -0.19
C -6.083099 10.748738 -4.992226 -0.30 0.36 0.06
H -7.514150 9.261354 -6.944655 -0.01 -0.02 0.11
H -9.010638 9.711926 -6.096426 0.16 -0.25 0.13
H -7.194703 11.662035 -6.646564 -0.07 -0.13 0.08
H -8.037880 11.623958 -5.092844 0.06 -0.06 -0.13
H -5.239675 10.586722 -5.668149 0.07 -0.01 0.17
H -5.846428 11.518993 -4.257454 0.30 -0.26 -0.05
C 7.215304 -2.607092 3.474440 -0.13 0.03 -0.87
C 7.163568 -2.831994 4.981406 0.07 0.72 0.58
C 6.851487 -4.287152 5.313260 -0.37 -0.85 0.15
O 6.167643 -1.995376 5.548873 0.46 -0.28 -0.19
H 6.251508 -2.840743 3.009919 0.08 -0.09 0.03
H 7.427778 -1.557457 3.250388 0.01 -0.11 0.26
H 7.985891 -3.227679 3.009968 -0.09 -0.05 0.18
H 8.120113 -2.549424 5.428952 -0.27 0.13 0.08
H 5.875114 -4.579793 4.913178 0.12 0.02 -0.10
H 6.805626 -4.431446 6.396351 0.11 0.21 -0.10
H 7.611928 -4.955780 4.902026 -0.04 0.20 -0.06
H 5.313527 -2.238669 5.157811 0.05 0.02 0.06
C -3.904261 -9.304940 -1.857026 -0.97 -0.61 -0.13
C -2.524913 -9.245492 -2.427127 0.06 -0.13 -0.87
O -1.938606 -8.155570 -1.743548 -0.14 -0.21 0.63
C -2.561786 -8.113606 -0.531776 -0.17 0.55 1.57
O -2.150295 -7.499698 0.417080 -0.39 -0.53 -1.18
O -3.702184 -8.857161 -0.524373 1.05 0.61 0.05
F -2.557331 -8.956044 -3.748716 0.21 0.00 -0.08
H -4.600792 -8.631108 -2.364590 0.23 -0.01 -0.11
H -4.318376 -10.314529 -1.873706 0.06 0.15 0.22
H -1.929596 -10.147969 -2.259483 0.03 0.11 -0.16
```
Forces are in eV/Å.

Properties
total charge	+3
electronic energy	-188698.374	eV
largest force on an atom	6.38	eV Å⁻¹

Atomic partial charges in e from the Mulliken method, atoms 1 to 99: C -0.732; C -0.067; C 0.370; C -0.651; C 0.612; O -0.456; P 1.168; O -0.516; O -0.389; C -0.257; C -0.062; C -0.718; C -0.139; C -1.087; O -0.321; C 0.555; C -0.373; C 0.796; C 0.161; O -0.567; O -0.173; H 0.307; H 0.346; H -0.069; H 0.259; H 0.403; H -0.606; H 0.241; H 0.009; H 0.313; H 0.345; H 0.351; H 0.547; H 0.389; H 0.148; H 0.286; H 0.335; H 0.280; H 0.323; H -0.382; H 0.347; H 0.310; H -0.335; H 0.478; H -0.726; H 0.170; C -0.401; Cl -0.141; Cl -0.077; H 0.384; H 0.263; Al 0.783; C 0.361; Cl -0.095; Cl -0.185; Cl -0.099; Cl -0.089; Cl -0.157; C -0.578; C -0.093; Cl -0.185; H 0.356; H 0.377; H 0.309; H 0.070; C -0.924; C 0.307; C -0.844; O -0.405; H 0.151; H 0.337; H 0.355; H 0.316; H 0.069; H 0.309; H 0.373; H 0.385; C -0.313; C 0.384; N -0.453; H 0.283; H 0.305; H -0.134; C -0.722; N 0.798; O -0.542; O -0.443; H 0.308; H 0.302; H 0.300; O -0.586; C 0.531; O -0.342; C -0.417; C -0.504; C -0.408; H 0.271; H 0.312; H 0.326